[1]
Formula: C4H10O2S
Source: OMol25
Level of theory: ωB97M-V/def2-TZVPD

XYZ file:
```
17
Properties=species:S:1:pos:R:3
C 1.33 0.70 -0.20
C 0.60 0.89 0.90
C -0.64 1.72 0.80
H -0.51 2.43 -0.13
S -1.94 -1.50 1.14
H -0.76 2.44 1.62
O -0.22 -1.35 -1.82
O 0.91 0.21 2.01
H 2.18 0.10 -0.14
C 0.82 -1.45 -2.38
H 0.19 0.29 2.74
H 0.91 -2.07 -3.30
H -3.17 -2.14 1.10
H 1.63 -0.97 -1.95
H -1.42 0.99 0.69
H -1.35 -1.62 -0.06
H 1.44 1.33 -1.03
```

Properties
SMILES = C=C(C)O.C=O.S
ΔE to the lowest compared entry with this formula, charge and spin = 318.9 kJ/mol
E_HOMO = -8.487 eV
Total charge = 0
Kohn-Sham gap = 9.209 eV

***

[2]
Formula: C7H16NS
Source: OMol25
Level of theory: ωB97M-V/def2-TZVPD

XYZ file:
```
25
Properties=species:S:1:pos:R:3
H 1.97 1.44 -2.08
H 1.79 0.02 2.26
H -1.47 -2.38 0.11
H -1.63 1.10 -1.41
H -1.07 -0.13 1.24
C 2.67 1.00 -1.31
H 0.68 -2.97 -0.38
C -3.25 0.63 -0.09
N 1.58 -1.17 -0.56
H -3.73 1.17 0.67
S 1.43 0.33 -0.11
H -3.96 0.80 -0.94
H 3.17 0.84 1.77
C -0.80 -1.57 -0.32
H 0.63 -1.97 1.11
H -1.13 -1.54 -1.32
H -1.57 1.78 0.22
C -1.70 0.93 -0.30
H 1.57 1.81 1.86
H 3.23 1.69 -0.88
H 3.15 0.17 -1.57
C -1.05 -0.28 0.23
C 2.04 0.73 1.58
C 0.72 -2.05 0.09
H -3.27 -0.39 0.14
```

Properties
ΔE to the lowest compared entry with this formula, charge and spin = 592.8 kJ/mol
E_HOMO (spin up / spin down) = -12.541 / -12.541 eV
Total charge = +1
Kohn-Sham gap (spin up / spin down) = 7.461 / 7.461 eV

***

[3]
Formula: C13H20Cl5O13Y
Source: OMol25
Level of theory: ωB97M-V/def2-TZVPD

XYZ file:
```
52
Properties=species:S:1:pos:R:3
O -25.96 -25.57 -25.20
O -23.83 -21.84 -28.64
H -26.40 -27.58 -24.86
C -25.59 -26.85 -24.94
C -22.32 -24.86 -29.01
Cl -17.61 -27.66 -32.39
O -18.21 -31.09 -28.51
O -25.50 -25.48 -23.09
O -21.79 -28.30 -28.04
Cl -21.52 -33.39 -31.00
C -16.57 -31.08 -30.12
O -17.35 -29.43 -27.11
C -23.32 -22.99 -28.51
O -21.56 -30.16 -26.61
H -16.68 -30.62 -31.10
C -22.26 -30.81 -30.45
Cl -21.45 -28.75 -26.78
Cl -22.70 -30.71 -32.14
O -26.05 -23.58 -24.20
C -17.86 -31.82 -29.65
H -19.51 -28.26 -30.23
C -22.93 -25.07 -27.66
H -25.45 -27.51 -22.98
C -25.82 -24.77 -24.15
H -22.66 -25.68 -29.64
H -18.83 -25.74 -31.77
O -20.04 -28.52 -26.57
O -22.79 -23.66 -29.49
O -22.21 -28.05 -25.78
H -23.84 -25.67 -27.64
H -23.42 -32.64 -29.89
H -17.81 -26.31 -30.45
H -17.67 -32.88 -29.44
H -15.68 -31.70 -30.16
O -23.18 -23.69 -27.33
C -22.42 -32.22 -29.89
H -20.32 -26.65 -30.02
C -25.04 -26.71 -23.59
O -16.44 -30.01 -29.12
H -22.84 -30.02 -29.97
H -22.27 -25.47 -26.89
H -21.26 -24.61 -28.99
C -17.30 -30.16 -28.17
H -21.23 -30.45 -30.41
H -22.04 -32.34 -28.87
H -24.79 -27.24 -25.57
C -19.81 -27.33 -30.71
H -18.67 -31.80 -30.38
H -23.95 -26.70 -23.54
C -18.51 -26.63 -31.22
Y -17.98 -28.62 -24.89
Cl -20.87 -27.76 -32.00
```

Properties
2S+1 = 2
E_HOMO (spin up / spin down) = -11.924 / -11.924 eV
Total charge = +1
Kohn-Sham gap (spin up / spin down) = 5.585 / 5.432 eV
<S²> = 0.75

***

[4]
Formula: C8H5CeCl2NO3RhS
Source: OMol25
Level of theory: ωB97M-V/def2-TZVPD

XYZ file:
```
22
Properties=species:S:1:pos:R:3
H 0.99 -6.04 1.59
Ce -1.29 6.12 -1.52
C 0.87 -0.44 1.53
H -1.77 -3.02 0.23
H 2.28 -2.74 -0.68
C -0.79 -3.46 0.27
O 1.77 -0.72 2.24
Cl -0.90 4.93 -3.73
C 0.77 -5.12 1.04
O -1.36 9.23 0.35
C -1.31 8.24 -2.53
N 1.53 -3.28 -0.26
C -0.53 -4.63 0.96
H 2.82 -4.84 0.38
C 0.26 -2.77 -0.33
C 1.80 -4.46 0.40
S 0.02 -1.21 -1.07
C -1.32 8.16 -0.13
Rh -0.43 0.21 0.48
Cl -0.78 1.65 2.25
H -1.34 -5.18 1.42
O -1.29 9.37 -2.87
```

Properties
ΔE to the lowest compared entry with this formula, charge and spin = 0.0 kJ/mol
2S+1 = 6
E_HOMO (spin up / spin down) = -20.190 / -21.742 eV
Total charge = +4
Kohn-Sham gap (spin up / spin down) = 5.192 / 5.568 eV
<S²> = 8.78

***

[5]
Formula: C5H9N
Source: OMol25
Level of theory: ωB97M-V/def2-TZVPD

XYZ file:
```
15
Properties=species:S:1:pos:R:3
C 0.51 1.27 -0.19
C -0.77 0.67 -0.44
C 0.87 -1.12 -0.17
H -0.92 -0.18 1.64
H 0.44 2.06 0.49
H 1.31 -1.37 -1.11
N 1.32 0.17 0.40
H 0.97 1.74 -1.03
C -1.38 -0.10 0.68
H -2.46 -0.37 0.64
H -1.60 1.16 -1.01
H 1.29 0.09 1.38
H 1.14 -1.97 0.48
H -1.18 -1.47 -1.07
C -0.60 -0.86 -0.42
```

Properties
SMILES = C1NC[C@H]2C[C@@H]12
ΔE to the lowest compared entry with this formula, charge and spin = 149.7 kJ/mol
E_HOMO = -8.807 eV
Total charge = 0
Kohn-Sham gap = 10.001 eV

***

[6]
Formula: C15H13ClF3N3ORhS5
Source: OMol25
Level of theory: ωB97M-V/def2-TZVPD

XYZ file:
```
42
Properties=species:S:1:pos:R:3
C 1.48 -2.23 5.78
N 1.29 -0.83 -0.04
F -1.53 -1.45 -1.30
C 0.18 -2.25 3.48
S 1.37 -0.58 5.15
S 3.18 -1.60 -1.56
H 2.13 1.60 -3.50
H -1.80 4.05 0.45
C -2.45 0.66 0.32
H 2.12 -3.91 -0.25
O 1.94 -2.50 6.87
C 3.62 1.18 -1.99
C -2.83 0.54 -1.16
F -2.33 -0.67 -3.15
Rh -0.79 -0.70 0.85
H 0.79 -3.22 0.62
N 1.44 -3.17 -0.17
N 1.88 0.31 -0.51
H 4.69 0.98 -1.93
H 3.75 2.15 -3.93
C -2.10 1.97 0.82
Cl -2.84 4.51 -2.13
H 3.43 2.10 -1.43
H -1.83 2.03 1.87
H 3.35 0.44 -4.02
C 2.86 0.10 -1.30
S 0.11 0.37 2.60
H -3.34 -1.25 0.80
C -2.76 -0.42 1.21
F -0.67 0.33 -2.20
H -3.75 -0.05 -1.24
C -3.03 1.87 -1.86
S -0.74 -2.86 2.12
H -3.50 1.88 -2.83
C 3.19 1.35 -3.45
S 0.66 -3.38 4.73
C 0.50 -0.97 3.68
H -2.94 -0.23 2.26
C 1.86 -1.92 -0.48
C -2.63 3.00 -1.27
C -2.11 3.09 0.07
C -1.83 -0.28 -1.96
```

Properties
ΔE to the lowest compared entry with this formula, charge and spin = 186.5 kJ/mol
E_HOMO = -3.700 eV
Total charge = -1
Kohn-Sham gap = 5.908 eV